{"formula": "C33H65O27P3", "method": "the ωB97M-V functional and the def2-TZVPD basis", "homo_energy_ev": -10.518, "total_energy_ev": -118430.219, "homo_lumo_gap_ev": 10.6, "lumo_energy_ev": 0.07, "e_above_lowest_ev": 3.973, "smiles": "CCOP(=O)(OCC)OCC.CCOP(=O)(OCC)OCC.CCOP(=O)(OCC)OCC.O=C1OCCO1.O=C1OCCO1.O=C1OCCO1.O=C1OCCO1.O=C1OCCO1", "species": ["H", "H", "H", "H", "H", "H", "O", "C", "H", "O", "C", "H", "H", "H", "O", "O", "C", "H", "O", "H", "H", "O", "H", "O", "H", "H", "H", "H", "C", "C", "O", "C", "O", "H", "H", "C", "P", "H", "H", "O", "H", "P", "C", "C", "H", "H", "C", "H", "C", "C", "O", "C", "O", "C", "C", "O", "H", "H", "C", "H", "H", "H", "H", "H", "H", "H", "H", "O", "C", "H", "O", "P", "C", "C", "H", "C", "H", "O", "H", "H", "H", "O", "O", "H", "H", "H", "O", "H", "O", "H", "O", "C", "H", "H", "H", "C", "C", "O", "C", "H", "C", "C", "H", "H", "H", "H", "C", "C", "H", "O", "H", "H", "O", "H", "O", "C", "H", "C", "H", "O", "O", "H", "H", "C", "H", "H", "C", "C"], "positions_angstrom": [[-2.068153, -2.744009, -4.207749], [-3.258663, -0.523799, -2.823149], [-3.421733, -0.186629, 3.034681], [2.214567, -2.280799, -2.092099], [-0.065133, -0.236219, -6.109729], [5.493317, 2.930021, -4.542779], [4.601687, 3.833191, 0.515081], [-3.987593, -1.086269, -5.703429], [1.043117, 4.526191, 4.182391], [-2.507763, -6.805819, 3.260341], [-7.979033, 1.612271, 5.423151], [5.551297, 6.177801, 1.208381], [2.378027, -4.349009, -2.982919], [3.562327, -0.475419, 0.203601], [2.690297, 3.502161, 2.203411], [0.749817, 0.236611, 4.092441], [4.480957, 5.041911, -0.233549], [-1.836093, -2.903739, 2.136831], [-1.007833, -0.153869, 0.785861], [1.242777, 0.022021, -1.514519], [6.030297, -0.955909, -5.598939], [-1.923133, -4.652649, 3.097961], [-3.552743, -3.702399, 0.871471], [0.616197, -1.917089, 4.504301], [-1.034203, 1.443161, -4.317869], [4.188577, -0.987509, 1.744331], [0.178497, -3.717989, 3.862641], [4.418407, 7.144501, 0.379641], [0.752947, -0.501709, -0.693619], [-2.244163, -1.674229, -4.320369], [3.052507, -3.120989, -0.451389], [3.845787, 2.602791, -3.202729], [1.503937, -1.336299, 2.572131], [3.826167, -1.075339, -7.663729], [0.988047, 0.527181, 1.080521], [0.772507, 4.513061, 3.126601], [3.485387, 2.754591, 0.953181], [0.714187, 3.178841, 1.547731], [0.026187, 1.485421, -0.023119], [3.588327, -4.867719, 0.930641], [1.260897, 2.383051, 3.094061], [-6.314423, 1.231371, 3.431201], [-2.567753, -3.404549, 2.770831], [-2.712073, -5.683019, 2.898561], [0.299867, 1.457481, -6.380429], [5.316197, -1.939779, -7.652629], [-4.097123, 0.978721, 4.709641], [-3.713963, -2.329429, -3.006679], [4.483387, -0.581179, 0.776821], [0.188197, 0.471291, 0.342131], [1.851077, 0.332271, -5.803329], [1.499107, -2.708039, 2.526861], [-5.805663, -0.167019, 2.807801], [4.867137, -0.993469, -7.351049], [1.066167, -3.087789, 3.917411], [2.591407, 2.231491, -0.150529], [-2.336683, -0.230149, 4.431651], [-3.642493, 1.588861, 5.490121], [4.912047, 3.505381, -3.822229], [-8.009613, 0.343481, 7.151121], [5.395397, -0.247709, -7.945089], [5.608207, 3.818961, -3.044329], [0.851367, -3.105769, 1.745621], [4.401357, 4.380001, -4.225109], [5.507277, 1.175951, -0.123659], [3.840127, 6.041581, 1.648831], [1.846187, -3.484649, 4.567161], [3.660017, -4.977229, -1.421609], [5.309947, 0.747891, 0.859151], [-8.607733, 1.964701, 7.483401], [-4.631753, -0.855789, -6.726909], [3.043137, 0.573131, -4.671129], [0.005847, 1.123311, -4.381899], [-3.009893, 0.403001, 3.853721], [5.315747, 5.063951, -0.934079], [3.317397, -4.140259, -2.470969], [-2.977783, -2.944129, 3.669711], [-0.501593, -1.082749, -1.128789], [-4.804943, -1.524679, 0.993271], [-6.771053, 1.525871, 7.244861], [-4.674163, -3.488349, 2.174761], [4.484637, 0.516801, -5.412669], [-4.990883, 1.821491, 4.053901], [-7.740453, 2.631361, 5.118791], [-5.374973, -0.041089, 0.437551], [-2.523843, 1.284201, 3.434971], [-7.061293, 2.157681, 2.495451], [4.252277, 1.835511, -2.543829], [-2.471863, -1.556629, -0.309769], [-7.473063, -0.205929, 1.461811], [-3.799653, -5.298099, 2.156141], [3.435187, -4.355359, -0.179289], [1.487187, -1.138939, -0.200739], [5.059877, -1.347139, 0.258111], [0.634637, 1.992921, -4.190819], [3.140237, -2.782679, -1.810409], [1.330887, 3.254651, 2.443291], [4.421647, 1.591271, 1.666871], [-1.395813, -0.987999, -0.216719], [2.528047, -3.065009, 2.482611], [-5.735823, -1.032399, 0.711771], [0.474477, 0.619991, -5.704989], [3.236457, 3.192351, -2.517719], [6.196857, 0.554191, 1.462461], [4.472157, -1.613929, -5.300299], [-0.302003, 4.695071, 3.146301], [0.881667, -0.904419, 3.677541], [-3.476533, -1.372509, -3.471469], [-6.050073, -1.496579, -0.223049], [-7.166393, 0.707281, 4.738041], [-4.581333, 0.203071, 5.302941], [-1.295943, -1.301369, -3.933119], [3.015237, 2.131571, -4.261589], [-7.097913, -1.745309, 2.144621], [2.894157, -0.341499, -3.491349], [-3.713103, -3.937179, 1.923741], [4.112137, -4.171979, -3.216269], [4.974887, -0.799609, -5.822059], [3.530967, 5.047061, -0.767949], [-2.645203, -1.205249, -5.629029], [-4.466403, -1.144229, -4.421249], [1.171807, 5.469151, 2.788111], [-9.028153, 1.566521, 5.130991], [4.534647, 6.152491, 0.816101], [4.043967, -2.207439, -2.011619], [0.167167, 0.400371, -3.582249], [-6.638113, -0.818019, 1.802841], [-7.821083, 1.403221, 6.979381]], "atomic_forces_ev_per_a": [[-0.2, -0.3, -1.2], [-0.8, -0.1, 0.2], [0.0, 0.0, 0.0], [0.5, 0.1, -0.1], [0.0, -0.1, 0.2], [-0.2, 0.3, -0.3], [-0.4, -2.1, 0.5], [-1.1, 1.2, -1.1], [0.1, -0.2, 0.2], [-0.1, 0.8, -0.2], [-0.5, 1.5, 1.7], [0.0, -0.2, 0.3], [-0.1, -0.9, 0.2], [0.1, 0.4, -0.1], [2.6, -1.0, -2.5], [0.0, -1.5, -2.1], [-1.0, 0.4, 1.1], [-0.3, 0.8, 0.6], [-0.4, -0.6, -0.2], [-0.2, -0.2, -0.1], [0.0, 0.9, 0.5], [1.2, 0.9, 1.1], [0.1, -0.3, -0.2], [-0.6, 1.1, -0.1], [0.0, -0.1, -0.5], [0.3, 0.3, 0.2], [0.5, -0.7, 0.3], [-0.3, 0.0, -0.2], [-0.7, 1.9, 0.2], [-0.1, -0.5, 0.4], [-0.4, 0.8, 2.0], [0.7, 1.1, 0.6], [-0.5, 2.6, -0.6], [0.0, 0.3, -0.1], [-0.8, 0.2, 0.7], [0.3, 0.6, 1.5], [-0.2, -0.5, 0.1], [0.5, -0.7, -0.4], [-0.4, -0.2, -0.2], [-0.5, 1.5, -3.4], [-0.4, 0.0, -0.2], [-2.0, 0.3, -1.0], [-0.2, -1.4, -0.6], [-1.0, -1.8, -0.5], [0.0, -0.1, -0.4], [0.1, -0.2, 0.3], [1.1, -0.9, 2.3], [-0.2, 0.7, 0.9], [0.8, 0.2, -0.8], [2.1, 0.4, 0.0], [3.6, 0.3, 1.5], [1.3, -2.0, 0.6], [-1.4, 0.7, 0.6], [-0.4, -0.3, 0.3], [-1.3, -2.0, 0.5], [1.4, 1.0, 1.8], [0.1, 0.3, 0.1], [0.2, 0.2, -0.1], [-0.2, -0.6, 0.7], [-0.2, -0.1, 0.1], [-0.2, 0.3, 0.3], [0.0, 0.2, 0.1], [0.2, 0.1, -0.1], [0.4, -0.1, -0.4], [0.1, 0.0, 0.2], [-0.1, -0.3, -0.3], [0.0, -0.3, -0.3], [0.0, -1.1, 2.4], [-2.4, -1.6, 0.9], [0.6, 0.3, 0.3], [1.9, -0.9, 3.2], [-1.0, 0.0, 0.7], [0.5, 0.0, 1.1], [-0.3, 0.4, -0.8], [-0.1, 0.1, 0.1], [-0.5, 1.0, -1.2], [0.8, 0.4, 0.0], [2.8, -1.1, -2.2], [-0.1, -0.3, 0.2], [-0.3, 0.7, 0.4], [0.0, 0.1, 0.2], [-1.1, -1.2, 0.1], [-0.9, 0.5, -1.1], [0.4, 0.2, 0.3], [0.0, 0.1, -0.4], [0.6, -0.4, -0.2], [1.6, -1.9, 2.1], [0.0, -0.5, -0.5], [1.2, 0.8, 0.8], [0.1, 0.4, 0.4], [0.6, -1.3, 0.8], [0.8, -2.1, 0.6], [-0.6, -0.8, -0.3], [0.2, -0.1, 0.0], [-0.2, 0.1, 0.4], [0.5, -0.1, -1.0], [-1.9, 1.1, 0.6], [-0.8, 2.5, -0.9], [-3.0, -0.2, 1.4], [-0.1, 0.0, -1.1], [2.7, 0.3, -2.5], [-1.3, 0.7, -0.9], [-0.3, 0.0, -0.2], [0.1, 0.5, -0.2], [-0.4, 0.3, 0.1], [-0.2, -0.8, -0.4], [0.6, 2.6, 2.9], [1.4, -0.8, 0.0], [-0.6, -0.1, 0.3], [1.1, -0.5, -1.9], [-0.6, -0.2, -0.3], [-0.2, 1.0, -0.6], [-0.7, -1.6, -0.8], [0.3, 0.0, 0.8], [0.3, 0.8, -1.5], [-1.1, 1.9, -1.1], [0.0, 0.1, 0.1], [0.3, -0.4, -1.4], [0.0, 0.0, -0.2], [1.1, -0.7, -0.2], [-1.7, 0.5, -1.6], [0.4, -0.3, -0.7], [-0.1, -0.7, -0.1], [0.9, 0.6, -0.6], [-0.4, 0.6, 0.3], [0.1, 0.0, 0.1], [-1.5, -0.2, 0.8], [-0.3, -0.8, -2.2]], "mulliken_charge": [0.250, 0.151, -0.035, -0.184, 0.348, 0.322, -0.250, 0.587, 0.402, -0.559, -0.375, 0.322, 0.288, -0.373, -0.427, -0.610, 0.029, -0.427, -0.231, -0.362, 0.404, -0.297, 0.089, -0.390, 0.500, 0.159, 0.217, 0.403, 1.570, 0.489, 0.067, 0.246, 0.173, 0.262, -0.197, -1.542, 0.822, -0.019, 0.212, -0.576, 0.053, 0.607, 0.722, 0.498, 0.233, 0.404, -0.675, 0.230, -0.047, 0.349, -0.386, 0.089, 0.198, -1.210, -0.476, -0.465, 0.277, 0.434, -1.379, 0.278, 0.299, 0.334, 0.186, 0.342, 0.264, 0.221, 0.300, -0.384, -0.605, 0.372, -0.567, -0.080, -0.913, -0.255, 0.159, -0.389, 0.168, -0.088, -0.009, 0.264, 0.066, -0.313, -0.294, 0.355, 0.278, 0.159, -0.759, 0.273, -0.503, 0.482, -0.383, 0.518, -1.142, 0.456, 0.507, 0.360, 0.690, -0.413, 0.402, 0.066, -0.924, -0.157, 0.168, 0.383, 0.141, 0.397, 0.403, -0.036, 0.469, -0.329, 0.401, -0.427, -0.286, 0.297, 0.301, 0.039, 0.292, -0.108, 0.277, -0.333, -0.384, 0.353, 0.334, -1.226, 0.118, -0.193, -0.482, -1.100]}